# 1
The following is a quantum chemistry calculation of 10 unconnected molecules or ions with the total composition H20O10, from the Open Molecules 2025 dataset.

XYZ file:
```
30
Properties=species:S:1:pos:R:3:nbo_charge:R:1
O 1.697 0.405 -2.554 -0.953
H 1.825 0.366 -3.502 0.491
H 1.516 -0.500 -2.299 0.473
O -2.370 2.097 -2.435 -0.945
H -2.065 1.611 -1.669 0.480
H -2.579 1.421 -3.080 0.465
O -1.856 -1.992 -1.300 -0.978
H -1.334 -2.253 -2.059 0.464
H -1.224 -1.597 -0.699 0.497
O 1.319 -2.505 2.036 -0.937
H 1.083 -3.332 1.614 0.462
H 1.682 -1.971 1.329 0.471
O -3.949 -0.243 -0.211 -0.960
H -4.728 -0.645 -0.595 0.465
H -3.249 -0.876 -0.372 0.488
O 2.464 -0.135 1.295 -0.968
H 3.053 -0.145 0.540 0.495
H 2.800 0.567 1.852 0.483
O 4.082 1.119 -1.319 -0.966
H 3.138 0.975 -1.378 0.482
H 4.204 2.026 -1.601 0.475
O -0.344 -0.238 -0.053 -0.963
H 0.510 0.093 -0.330 0.477
H -0.413 0.014 0.867 0.503
O -2.341 0.104 2.899 -0.958
H -1.480 0.515 2.827 0.477
H -2.936 0.716 2.465 0.469
O 0.183 1.249 2.655 -0.956
H 0.314 2.177 2.851 0.484
H 0.996 0.977 2.230 0.482
```

**Gap between HOMO and LUMO**: 10.182 eV
**ΔE to the lowest compared entry with this formula, charge and spin**: 280.9 kJ/mol
**LUMO level**: -0.339 eV
**SMILES string**: O.O.O.O.O.O.O.O.O.O
**2S+1**: 1
**Energy**: -764.37493 Eh

=====

# 2
The following is a quantum chemistry calculation of 10 unconnected molecules or ions with the total composition H20O10, from the Open Molecules 2025 dataset.

XYZ file:
```
30
Properties=species:S:1:pos:R:3:nbo_charge:R:1
O 6.411 -20.132 11.701 -0.967
H 6.838 -20.640 11.002 0.488
H 5.585 -20.595 11.887 0.499
O 10.110 -18.729 10.711 -0.977
H 10.375 -19.156 9.888 0.486
H 9.982 -17.793 10.485 0.496
O 12.612 -19.657 11.893 -0.959
H 12.803 -18.905 12.461 0.470
H 11.680 -19.546 11.654 0.482
O 4.604 -17.780 11.109 -0.965
H 5.208 -18.526 10.992 0.482
H 3.751 -18.094 10.794 0.476
O 8.648 -16.206 10.396 -0.979
H 8.070 -16.630 9.751 0.490
H 8.055 -15.665 10.934 0.498
O 5.287 -19.784 14.645 -0.975
H 5.250 -18.839 14.411 0.501
H 4.660 -19.884 15.368 0.481
O 7.924 -20.333 15.444 -0.976
H 7.091 -19.995 15.062 0.485
H 8.614 -19.826 15.003 0.473
O 11.354 -15.618 11.396 -0.941
H 11.587 -15.708 10.466 0.466
H 10.399 -15.762 11.426 0.474
O 6.071 -16.930 13.880 -0.970
H 6.981 -17.186 14.109 0.499
H 5.982 -17.159 12.948 0.476
O 8.294 -18.467 13.046 -0.991
H 7.562 -18.898 12.587 0.491
H 8.933 -18.259 12.352 0.488
```

**Gap between HOMO and LUMO**: 9.683 eV
**ΔE to the lowest compared entry with this formula, charge and spin**: 220.3 kJ/mol
**LUMO level**: -0.424 eV
**SMILES string**: O.O.O.O.O.O.O.O.O.O
**2S+1**: 1
**Energy**: -764.39802 Eh

=====

# 3
The following is a quantum chemistry calculation of 10 unconnected molecules or ions with the total composition H20O10, from the Open Molecules 2025 dataset.

XYZ file:
```
30
Properties=species:S:1:pos:R:3:nbo_charge:R:1
O 11.606 -16.118 -17.635 -0.965
H 10.650 -16.042 -17.502 0.491
H 11.781 -17.063 -17.588 0.474
O 6.564 -12.003 -17.736 -0.976
H 6.774 -12.292 -18.638 0.484
H 6.144 -12.772 -17.331 0.476
O 6.703 -12.990 -20.469 -0.961
H 7.506 -12.678 -20.902 0.468
H 6.651 -13.935 -20.684 0.497
O 8.867 -14.969 -18.819 -0.960
H 8.555 -15.650 -19.428 0.489
H 8.906 -14.166 -19.351 0.487
O 9.946 -13.921 -16.033 -0.947
H 10.632 -14.118 -16.683 0.479
H 10.411 -13.474 -15.320 0.468
O 6.665 -14.948 -17.078 -0.985
H 7.466 -14.774 -17.609 0.500
H 6.874 -14.592 -16.208 0.470
O 6.657 -15.958 -20.680 -0.965
H 5.723 -16.169 -20.558 0.492
H 6.996 -16.658 -21.250 0.483
O 9.696 -18.681 -20.251 -0.927
H 10.358 -18.571 -20.936 0.458
H 8.960 -18.133 -20.537 0.470
O 9.594 -16.306 -22.047 -0.957
H 10.496 -16.640 -22.062 0.474
H 9.540 -15.721 -22.812 0.482
O 11.689 -13.457 -19.663 -0.948
H 11.817 -14.412 -19.723 0.481
H 12.436 -13.076 -20.135 0.466
```

**Gap between HOMO and LUMO**: 9.507 eV
**ΔE to the lowest compared entry with this formula, charge and spin**: 252.1 kJ/mol
**LUMO level**: -0.392 eV
**SMILES string**: O.O.O.O.O.O.O.O.O.O
**2S+1**: 1
**Energy**: -764.38590 Eh

=====

# 4
The following is a quantum chemistry calculation of 10 unconnected molecules or ions with the total composition H20O10 at a distorted geometry, from the Open Molecules 2025 dataset.

XYZ file:
```
30
Properties=species:S:1:pos:R:3:nbo_charge:R:1
O 0.034 0.669 -0.323 -0.946
H 0.887 0.349 -0.692 0.468
H -0.546 0.147 -0.829 0.468
O 3.571 -3.305 -1.544 -0.937
H 2.583 -3.427 -1.665 0.468
H 3.707 -2.938 -0.731 0.470
O 0.843 2.685 3.625 -0.940
H 1.417 2.765 2.815 0.470
H 1.293 3.299 4.188 0.469
O -2.670 -3.985 0.067 -0.938
H -2.948 -3.485 -0.717 0.476
H -3.323 -4.598 0.259 0.462
O 2.310 0.626 1.429 -0.936
H 1.551 0.814 2.032 0.475
H 1.933 0.770 0.593 0.461
O 1.983 -0.090 -2.443 -0.971
H 2.534 0.307 -3.177 0.491
H 2.028 -1.041 -2.559 0.484
O 0.324 -0.929 4.534 -0.934
H -0.243 -0.234 4.555 0.465
H 0.399 -1.248 3.614 0.470
O -3.386 2.571 -3.329 -0.917
H -3.472 2.044 -4.186 0.461
H -4.293 2.708 -3.153 0.457
O -2.145 -0.941 0.140 -0.950
H -1.823 -0.899 1.060 0.489
H -2.147 -0.142 -0.289 0.466
O -0.749 2.575 -1.844 -0.930
H -0.611 3.522 -1.566 0.465
H 0.142 2.274 -2.023 0.464
```

**Gap between HOMO and LUMO**: 10.483 eV
**ΔE to the lowest compared entry with this formula, charge and spin**: 455.2 kJ/mol
**LUMO level**: 0.083 eV
**SMILES string**: O.O.O.O.O.O.O.O.O.O
**2S+1**: 1
**Energy**: -764.30854 Eh